{
  "formula": "CHBrCl2",
  "method": "ωB97M-V with the def2-TZVPD basis set",
  "elements": ["Br", "Cl", "Cl", "C", "H"],
  "positions_angstrom": [[-1.6066, 0.7659, -0.5383], [0.1993, -0.1844, 1.7576], [0.4142, -1.7443, -1.0114], [0.0535, 0.2684, 0.1549], [0.9396, 0.8944, -0.3628]],
  "forces_ev_per_a": [[-0.03, 0.13, 0.32], [0.00, 0.20, 0.28], [-0.19, 2.17, 1.20], [2.32, -0.76, -3.38], [-2.10, -1.75, 1.58]],
  "mulliken_charge": [0.0696, 0.0109, -0.3013, -0.1337, 0.3544],
  "energy_ha": -3533.03280,
  "e_above_lowest_kj_mol": 85.2,
  "e_homo_ev": -10.29
}

{
  "formula": "CHBrCl2S",
  "method": "ωB97M-V with the def2-TZVPD basis set",
  "elements": ["Br", "Cl", "Cl", "S", "C", "H"],
  "positions_angstrom": [[-0.7652, 1.2550, -0.6490], [-1.1328, -0.9616, 1.2923], [2.7766, 0.5123, 1.1098], [-2.1863, -1.4240, -1.4319], [-1.4957, -0.4755, -0.3404], [2.8033, 1.0937, 0.0191]],
  "forces_ev_per_a": [[-0.29, -0.11, -0.16], [-0.27, 0.04, -0.30], [-0.03, -0.73, 1.36], [0.18, 0.62, 0.49], [0.38, -0.53, -0.04], [0.03, 0.72, -1.36]],
  "mulliken_charge": [-0.0209, -0.0742, -0.2187, -0.1478, 0.2430, 0.2186],
  "energy_ha": -3931.26112,
  "e_above_lowest_kj_mol": 7.6,
  "e_homo_ev": -9.67
}

{
  "formula": "CHBrClNO",
  "method": "ωB97M-V with the def2-TZVPD basis set",
  "elements": ["Br", "Cl", "O", "N", "C", "H"],
  "positions_angstrom": [[-1.5397, 1.6381, 0.2351], [1.5485, -1.7303, 0.8176], [-1.0035, 0.8275, 1.3438], [0.3825, 0.0228, -0.8077], [0.4558, -0.5643, 0.2684], [0.1564, -0.1938, -1.8572]],
  "forces_ev_per_a": [[-5.14, 8.09, -11.74], [-0.53, 0.01, 0.43], [6.22, -9.27, 11.74], [-1.74, -1.93, -0.87], [0.02, 2.51, -2.50], [1.17, 0.60, 2.94]],
  "mulliken_charge": [0.2801, -0.0619, -0.5527, -0.4670, 0.4971, 0.3044],
  "energy_ha": -3202.64310,
  "e_above_lowest_kj_mol": 663.2,
  "e_homo_ev": -8.23
}

{
  "formula": "CHBrF2OS",
  "method": "ωB97M-V with the def2-TZVPD basis set",
  "elements": ["Br", "S", "F", "F", "O", "C", "H"],
  "positions_angstrom": [[-0.7092, 0.9926, -2.1202], [0.4314, -0.5339, -1.0094], [0.0437, -0.7659, 1.5842], [1.3239, 0.8469, 1.0201], [-0.5046, -1.9057, -0.9131], [0.1005, 0.2340, 0.7093], [-0.6857, 1.1319, 0.7292]],
  "forces_ev_per_a": [[-2.30, 3.52, -2.52], [0.12, -4.85, 3.22], [-1.20, 0.36, -0.25], [-1.13, -0.05, -0.65], [1.60, 1.98, 0.02], [1.77, 1.55, 0.19], [1.13, -2.52, -0.01]],
  "lowdin_spin": [0.5621, 0.5172, 0.0091, 0.0081, 0.8506, 0.0466, 0.0063],
  "energy_ha": -3285.69205,
  "multiplicity": 3,
  "e_above_lowest_kj_mol": 204.3,
  "s2": 2.011,
  "e_homo_ev": [-7.14, -10.74]
}

{
  "formula": "CHBrF3N",
  "method": "ωB97M-V with the def2-TZVPD basis set",
  "elements": ["Br", "F", "F", "F", "N", "C", "H"],
  "positions_angstrom": [[-2.9661, -0.2015, -0.1791], [1.4805, -1.7005, 0.0467], [-0.5013, -2.6319, 0.5869], [-0.3045, -1.4758, -1.1080], [-0.2358, -0.4886, 0.9857], [0.0121, -1.5631, 0.2068], [0.3737, 0.2828, 0.7124]],
  "forces_ev_per_a": [[2.07, -0.02, 0.93], [-2.06, 0.10, 1.42], [-0.98, -3.17, 1.99], [-0.41, 0.76, -0.35], [-1.90, 1.51, 0.90], [3.70, 0.60, -4.46], [-0.42, 0.22, -0.44]],
  "mulliken_charge": [0.0459, -0.2790, -0.1840, -0.2248, -0.4674, 0.8311, 0.2782],
  "energy_ha": -2966.92166,
  "e_above_lowest_kj_mol": 330.5,
  "e_homo_ev": [-11.07, -11.09]
}

{
  "formula": "CHBrN4",
  "method": "ωB97M-V with the def2-TZVPD basis set",
  "elements": ["Br", "N", "N", "N", "N", "C", "H"],
  "positions_angstrom": [[-4.3060, -0.1820, 0.0245], [-1.4361, -0.6577, 0.0824], [-2.0195, 1.5461, 0.0289], [-0.7546, 1.4775, -0.0030], [-2.4741, 0.2943, 0.0388], [-0.3963, 0.1161, -0.0271], [0.6369, -0.3024, -0.0775]],
  "forces_ev_per_a": [[1.55, 0.42, 0.09], [-1.94, 1.18, -0.81], [-0.98, -0.66, -0.12], [1.63, -0.96, -0.38], [0.86, -1.51, 0.48], [0.02, 0.75, 0.60], [-1.14, 0.78, 0.13]],
  "mulliken_charge": [0.0871, -0.4003, -0.2097, -0.2885, 0.3947, 0.0439, 0.3727],
  "energy_ha": -2831.65426,
  "smiles": "Brn1ncnn1",
  "e_above_lowest_kj_mol": 0.0,
  "e_homo_ev": -10.62
}

{
  "formula": "CHBrNO2",
  "method": "ωB97M-V with the def2-TZVPD basis set",
  "elements": ["Br", "O", "O", "N", "C", "H"],
  "positions_angstrom": [[2.6287, -0.1929, 0.0162], [-0.9921, 1.9057, 0.0358], [1.1777, 2.5288, 0.0283], [0.2947, 1.6443, -0.0500], [0.5427, 0.3900, -0.3169], [-0.0622, -0.4946, -0.3842]],
  "forces_ev_per_a": [[-2.29, 0.52, -0.49], [1.36, 0.02, -0.09], [-0.51, -0.05, 0.29], [-1.39, 0.31, -0.22], [3.01, -1.18, 0.23], [-0.18, 0.37, 0.29]],
  "mulliken_charge": [-0.3582, -0.7000, -0.6658, 0.6575, -0.3307, 0.3972],
  "energy_ha": -2817.86985,
  "smiles": "[O-][N+]([O-])=CBr",
  "e_above_lowest_kj_mol": 369.8,
  "total_charge": -1,
  "e_homo_ev": -3.76
}

{
  "formula": "CHBrO2S",
  "method": "ωB97M-V with the def2-TZVPD basis set",
  "elements": ["Br", "S", "O", "O", "C", "H"],
  "positions_angstrom": [[1.3714, 1.5327, -0.4667], [-3.1396, 0.2505, -0.6096], [-1.7381, -0.1747, -0.3856], [1.1809, -0.2913, 1.4954], [1.1618, -0.2337, 0.3144], [1.1636, -1.0834, -0.3479]],
  "forces_ev_per_a": [[-0.12, -0.24, -0.52], [0.18, -0.03, 0.03], [-0.15, 0.00, -0.04], [-0.30, -0.52, -0.31], [0.63, 0.95, 1.55], [-0.24, -0.16, -0.71]],
  "mulliken_charge": [-0.1561, 0.2317, -0.2254, -0.3230, 0.1014, 0.3713],
  "energy_ha": -3161.30534,
  "smiles": "O=CBr.O=S",
  "e_above_lowest_kj_mol": 103.2,
  "e_homo_ev": [-9.61, -9.60]
}